[1]
DFT (ωB97M-V with the def2-TZVPD basis set) results for an isolated ion of composition C5H9BrN3O2 and charge +1 in a non-equilibrium geometry.

```
! RIJCOSX wB97M-V def2-TZVPD def2/J DEFGRID3
* xyz 1 1
C -1.150 -2.040 -0.885
N -0.515 -0.775 -0.669
C -1.206 0.335 -0.383
N -0.880 1.598 -0.701
C 0.936 -0.884 -0.815
O 1.459 -1.627 -1.554
N 1.778 -0.143 0.089
C 1.268 0.871 0.976
O 1.809 2.066 0.622
C 0.277 0.720 1.868
Br -0.046 -1.045 2.445
H -2.161 -2.110 -0.449
H -1.277 -2.247 -1.974
H -0.447 -2.915 -0.471
H -2.150 -0.027 -0.032
H -0.008 2.025 -1.029
H -1.568 2.244 -0.560
H 2.766 -0.285 0.013
H 1.462 2.756 1.166
H -0.349 1.484 2.343
*
```

Summary:
Energy relative to the best compared isomer or geometry (same formula, charge and spin)   0.00 kcal/mol
E   -83930.7177 eV
Frontier orbital gap   8.26 eV

[2]
DFT (ωB97M-V with the def2-TZVPD basis set) results for a 2-piece molecular cluster, C5H9Cl overall in a non-equilibrium geometry.

```
! RIJCOSX wB97M-V def2-TZVPD def2/J DEFGRID3
* xyz 0 1
C -0.442 -0.287 1.346
C 0.727 0.227 0.526
C -0.071 -0.896 0.047
C 0.803 1.625 -0.012
C -0.969 -0.910 -1.140
Cl 0.702 -2.463 0.157
H -0.482 -0.789 2.230
H -1.057 0.510 1.337
H 2.132 -0.387 0.523
H 1.453 1.686 -0.902
H 1.102 2.414 0.757
H -0.120 2.013 -0.361
H -1.360 -0.012 -1.415
H -1.811 -1.585 -0.971
H -0.608 -1.148 -2.123
*
```

Summary:
Energy relative to the best compared isomer or geometry (same formula, charge and spin)   74.97 kcal/mol
E   -17850.0797 eV
Frontier orbital gap   10.91 eV

[3]
DFT (ωB97M-V with the def2-TZVPD basis set) results for a 2-piece molecular cluster, C5H9ClFN overall in a non-equilibrium geometry.

```
! RIJCOSX wB97M-V def2-TZVPD def2/J DEFGRID3
* xyz 0 3
C -0.304 -0.660 -2.221
C 1.240 0.023 0.449
C 0.031 -0.298 -3.600
C -1.105 0.479 0.279
C -0.227 -0.910 2.116
N 0.068 -0.131 0.925
F 1.161 0.876 -0.591
Cl 0.596 -1.961 -1.653
H -0.475 -1.069 -4.161
H -0.435 0.604 -3.783
H 1.120 -0.159 -3.977
H -2.060 -0.043 0.478
H -1.166 1.546 0.349
H -1.036 0.384 -0.925
H -0.341 -0.137 2.822
H -0.907 -1.713 1.778
H 0.598 -1.430 2.525
*
```

Summary:
Energy relative to the best compared isomer or geometry (same formula, charge and spin)   27.13 kcal/mol
E   -22053.8001 eV
Frontier orbital gap (spin up / spin down)   8.49 / 7.66 eV

[4]
DFT (ωB97M-V with the def2-TZVPD basis set) results for an isolated molecule of C5H9ClN2 in a non-equilibrium geometry.

```
! RIJCOSX wB97M-V def2-TZVPD def2/J DEFGRID3
* xyz 0 1
C -0.313 -0.435 -2.461
N 0.064 -0.587 -1.261
N 0.253 0.422 -0.413
C 0.252 1.786 -0.852
C 0.558 0.130 0.959
C -0.399 -0.723 1.748
C -0.195 -2.011 2.069
Cl -2.006 -0.036 2.022
H -0.511 0.528 -2.954
H -0.539 -1.370 -3.004
H 0.531 2.472 -0.049
H 0.958 1.930 -1.650
H -0.749 2.034 -1.176
H 1.604 -0.328 1.052
H 0.593 1.159 1.399
H 0.793 -2.415 1.914
H -0.893 -2.556 2.659
*
```

Summary:
Energy relative to the best compared isomer or geometry (same formula, charge and spin)   61.21 kcal/mol
E   -20831.2012 eV
Frontier orbital gap   9.25 eV

[5]
DFT (ωB97M-V with the def2-TZVPD basis set) results for a 2-piece molecular cluster, C5H9ClN2 overall in a non-equilibrium geometry.

```
! RIJCOSX wB97M-V def2-TZVPD def2/J DEFGRID3
* xyz 0 1
C -2.340 -0.381 0.067
C -0.909 0.202 0.185
C -0.642 0.919 -1.107
C 0.091 -0.840 0.382
C 1.290 -0.635 0.952
Cl 1.749 0.959 1.543
H -2.276 -1.142 -0.728
H -2.661 -0.854 1.048
H -3.182 0.283 -0.193
H -0.903 0.900 0.997
H 0.419 1.379 -1.118
H -0.676 0.146 -1.877
H -1.321 1.823 -1.170
H -0.123 -1.853 0.008
H 2.136 -1.341 1.104
N 4.425 0.703 0.008
N 4.923 -0.269 -0.101
*
```

Summary:
Energy relative to the best compared isomer or geometry (same formula, charge and spin)   5.26 kcal/mol
E   -20833.6274 eV
Frontier orbital gap   10.41 eV

[6]
DFT (ωB97M-V with the def2-TZVPD basis set) results for a 2-piece molecular cluster, C5H9ClN2 overall in a non-equilibrium geometry.

```
! RIJCOSX wB97M-V def2-TZVPD def2/J DEFGRID3
* xyz 0 1
C -2.285 0.753 0.179
C 1.394 0.200 -0.510
C 0.243 0.819 1.695
C -2.085 -0.188 -0.747
C 0.502 -0.095 0.641
N -2.178 1.556 1.044
N -2.471 -1.508 -0.645
Cl 0.179 -1.775 0.922
H 1.165 -0.423 -1.372
H 1.306 1.248 -0.784
H 2.436 0.005 -0.232
H 0.912 1.673 1.715
H 0.101 0.370 2.672
H -0.844 1.351 1.530
H -1.796 0.144 -1.736
H -2.493 -1.874 0.294
H -2.018 -2.127 -1.300
*
```

Summary:
Energy relative to the best compared isomer or geometry (same formula, charge and spin)   83.23 kcal/mol
E   -20830.2462 eV
Frontier orbital gap (spin up / spin down)   7.03 / 7.54 eV

[7]
DFT (ωB97M-V with the def2-TZVPD basis set) results for an isolated molecule of C5H9ClN2O2S in a non-equilibrium geometry.

```
! RIJCOSX wB97M-V def2-TZVPD def2/J DEFGRID3
* xyz 0 1
C -2.016 0.930 1.309
C -0.172 2.363 1.740
C 0.481 -1.124 -1.651
C -0.002 -2.254 -2.555
C 1.066 -1.689 -0.361
H -1.928 0.653 0.252
H -1.570 0.122 1.901
H -3.081 0.993 1.551
H 0.192 3.355 2.026
H 1.779 1.830 1.945
H 1.220 0.784 -0.558
H -0.353 -0.462 -1.404
H -0.186 -1.972 -3.610
H 2.017 -2.241 -0.482
N -1.416 2.225 1.573
N 0.886 1.444 1.674
O -0.167 -3.371 -2.141
O 0.528 -1.539 0.702
S 1.010 0.127 0.610
Cl 1.714 -0.176 -2.523
*
```

Summary:
Energy relative to the best compared isomer or geometry (same formula, charge and spin)   79.96 kcal/mol
E   -35756.1692 eV
Frontier orbital gap   7.12 eV

[8]
DFT (ωB97M-V with the def2-TZVPD basis set) results for a 2-piece molecular cluster, C5H9ClN2S overall.

```
! RIJCOSX wB97M-V def2-TZVPD def2/J DEFGRID3
* xyz 0 1
C 1.846 2.017 -0.435
N 2.609 1.240 0.224
N 2.375 -0.114 0.165
C 1.203 -0.750 -0.030
S 1.011 -2.374 -0.007
H 2.044 3.080 -0.347
H 1.033 1.694 -1.086
H 3.160 -0.667 0.485
H 0.362 -0.075 -0.183
C -0.798 2.396 0.399
C -1.468 1.534 -0.357
C -2.594 0.695 0.157
Cl -2.250 -1.058 -0.044
H -1.024 2.524 1.456
H -0.001 3.009 -0.010
H -1.221 1.409 -1.410
H -3.520 0.885 -0.391
H -2.769 0.871 1.221
*
```

Summary:
Energy relative to the best compared isomer or geometry (same formula, charge and spin)   18.15 kcal/mol
E   -31666.2413 eV
Frontier orbital gap   8.49 eV

[9]
DFT (ωB97M-V with the def2-TZVPD basis set) results for a 2-piece molecular cluster, C5H9ClNOS2 overall in a non-equilibrium geometry.

```
! RIJCOSX wB97M-V def2-TZVPD def2/J DEFGRID3
* xyz 1 1
C -2.207 0.085 -0.302
C -1.642 0.134 1.119
C -0.921 0.472 -1.120
C -0.180 -0.227 1.061
C 0.279 -0.147 -0.468
N 0.437 -1.361 -1.148
O 3.608 1.316 -0.662
S 0.611 -2.817 -1.174
S 4.901 0.655 -0.479
Cl 4.875 0.094 1.442
H -2.416 -1.038 -0.495
H -3.123 0.712 -0.521
H -1.862 1.197 1.467
H -2.171 -0.465 1.853
H -1.044 0.425 -2.179
H -0.913 1.556 -0.831
H 0.359 0.324 1.806
H 0.104 -1.310 1.248
H 1.305 0.398 -0.618
*
```

Summary:
E   -43050.3749 eV
Frontier orbital gap (spin up / spin down)   7.15 / 5.26 eV

[10]
DFT (ωB97M-V with the def2-TZVPD basis set) results for an isolated molecule of C5H9ClO in a non-equilibrium geometry.

```
! RIJCOSX wB97M-V def2-TZVPD def2/J DEFGRID3
* xyz 0 1
C -2.150 1.557 -0.001
C -1.602 0.202 -0.357
Cl -2.426 -1.193 0.359
C 0.120 0.096 0.411
O 1.022 0.806 -0.335
C 1.176 -0.569 -0.359
C 2.483 -1.257 0.214
H -2.347 1.618 1.082
H -3.045 1.711 -0.489
H -1.458 2.284 -0.419
H -1.620 0.036 -1.392
H 0.312 0.193 1.457
H 1.023 -1.020 -1.336
H 3.204 -1.355 -0.546
H 2.269 -2.234 0.666
H 3.040 -0.874 1.048
*
```

Summary:
Energy relative to the best compared isomer or geometry (same formula, charge and spin)   69.82 kcal/mol
E   -19898.1799 eV
Frontier orbital gap   10.64 eV

[11]
DFT (ωB97M-V with the def2-TZVPD basis set) results for an isolated molecule of C5H9ClO in a non-equilibrium geometry.

```
! RIJCOSX wB97M-V def2-TZVPD def2/J DEFGRID3
* xyz 0 1
C -0.780 -1.408 1.292
C 0.136 -0.239 1.155
Cl 1.755 -0.629 0.357
C -0.527 1.037 0.677
C -1.099 1.138 -0.688
C -0.242 0.989 -1.919
O -1.188 -0.020 -1.527
H -0.434 -2.124 2.050
H -1.705 -0.987 1.653
H -0.923 -2.027 0.379
H 0.493 -0.093 2.179
H -1.324 1.139 1.489
H 0.157 1.887 0.961
H -1.847 1.864 -0.866
H 0.838 0.742 -1.886
H -0.516 1.361 -2.924
*
```

Summary:
Energy relative to the best compared isomer or geometry (same formula, charge and spin)   45.33 kcal/mol
E   -19899.2421 eV
Frontier orbital gap   11.21 eV

[12]
DFT (ωB97M-V with the def2-TZVPD basis set) results for a 2-piece molecular cluster, C5H9ClP overall in a non-equilibrium geometry.

```
! RIJCOSX wB97M-V def2-TZVPD def2/J DEFGRID3
* xyz 1 1
C -2.094 -0.875 -0.038
C -3.033 -1.107 0.724
C 0.428 1.038 -1.551
C 1.144 -1.411 -0.233
C 0.394 1.160 1.417
P 0.192 0.174 -0.021
Cl -4.276 -1.902 1.301
H 1.420 1.422 -1.558
H -0.256 1.781 -1.683
H 0.443 0.373 -2.404
H 1.524 -1.167 -1.250
H 0.549 -2.275 -0.255
H 2.026 -1.472 0.583
H -0.191 2.028 1.472
H 1.407 1.659 1.233
H 0.322 0.573 2.262
*
```

Summary:
Energy relative to the best compared isomer or geometry (same formula, charge and spin)   69.21 kcal/mol
E   -27130.0724 eV
Frontier orbital gap   7.60 eV

[13]
DFT (ωB97M-V with the def2-TZVPD basis set) results for a 2-piece molecular cluster, C5H9ClS overall in a non-equilibrium geometry.

```
! RIJCOSX wB97M-V def2-TZVPD def2/J DEFGRID3
* xyz 0 1
C 0.120 0.992 0.102
C -1.312 -0.454 -0.477
C -0.312 2.444 -0.003
C -1.233 -1.828 -0.064
C 2.155 -0.813 0.192
S 1.800 0.873 -0.362
Cl -2.812 0.463 -0.195
H 0.580 2.999 -0.540
H -0.629 2.845 0.932
H -1.183 2.466 -0.558
H -0.442 -2.312 -0.614
H -1.214 -2.102 0.980
H -2.169 -2.214 -0.428
H 1.637 -0.838 1.208
H 3.309 -0.782 0.208
H 1.705 -1.739 -0.379
*
```

Summary:
Energy relative to the best compared isomer or geometry (same formula, charge and spin)   124.59 kcal/mol
E   -28682.7977 eV
Frontier orbital gap (spin up / spin down)   7.90 / 7.09 eV

[14]
DFT (ωB97M-V with the def2-TZVPD basis set) results for C5H9CoO4 as an isolated structure in a non-equilibrium geometry.

```
! RIJCOSX wB97M-V def2-TZVPD def2/J DEFGRID3
* xyz 0 5
O -2.321 1.146 -0.486
C -2.046 2.291 0.033
C -0.759 2.483 0.679
H -2.869 2.988 0.246
H -0.737 3.155 1.542
H 0.097 2.498 -0.017
O -0.244 0.697 1.318
O -0.810 -1.443 -1.664
C 0.341 -2.201 -1.516
C 1.323 -1.542 -0.550
O 0.597 -1.278 0.655
C 0.888 -0.084 1.392
Co -1.176 -0.388 -0.136
H 0.877 -2.345 -2.475
H 0.112 -3.216 -1.129
H 1.684 -0.588 -0.971
H 2.188 -2.188 -0.333
H 1.071 -0.400 2.431
H 1.783 0.415 0.981
*
```

Summary:
E   -51144.0125 eV
Frontier orbital gap (spin up / spin down)   8.24 / 8.53 eV

[15]
DFT (ωB97M-V with the def2-TZVPD basis set) results for C5H9CsO3 as an isolated structure in a non-equilibrium geometry.

```
! RIJCOSX wB97M-V def2-TZVPD def2/J DEFGRID3
* xyz 0 1
O -1.221 -0.308 -0.763
C -0.238 0.473 -0.380
O 0.350 1.039 -1.430
Cs 0.632 3.646 1.832
C -2.406 -0.345 0.051
H -2.107 -0.318 1.108
H -2.977 0.565 -0.178
C -3.199 -1.588 -0.276
H -3.151 -1.800 -1.353
H -2.818 -2.452 0.286
H -4.250 -1.428 0.002
H 1.141 0.569 -1.741
O 1.755 0.172 1.462
C 2.893 -0.352 1.248
H 4.350 1.118 0.752
C 3.718 0.394 0.210
H 4.406 -0.315 -0.275
H 3.124 0.929 -0.556
*
```

Summary:
Energy relative to the best compared isomer or geometry (same formula, charge and spin)   104.81 kcal/mol
E   -12014.9512 eV
Frontier orbital gap (spin up / spin down)   3.20 / 3.20 eV

[16]
DFT (ωB97M-V with the def2-TZVPD basis set) results for an isolated molecule of C5H9F in a non-equilibrium geometry.

```
! RIJCOSX wB97M-V def2-TZVPD def2/J DEFGRID3
* xyz 0 1
C -2.259 -0.106 -0.028
C -0.835 -0.086 -0.468
C -0.112 1.171 0.077
C 1.089 0.216 0.443
F 2.205 -0.109 -0.378
C 0.089 -1.040 0.283
H -2.308 -0.287 1.038
H -2.872 0.819 -0.164
H -2.790 -0.934 -0.616
H -0.656 -0.165 -1.521
H -0.016 2.022 -0.625
H -0.679 1.524 0.981
H 1.571 0.438 1.436
H -0.412 -1.340 1.234
H 0.476 -2.037 -0.207
*
```

Summary:
Energy relative to the best compared isomer or geometry (same formula, charge and spin)   27.69 kcal/mol
E   -8046.8421 eV
Frontier orbital gap   11.42 eV

[17]
DFT (ωB97M-V with the def2-TZVPD basis set) results for an isolated molecule of C5H9F in a non-equilibrium geometry.

```
! RIJCOSX wB97M-V def2-TZVPD def2/J DEFGRID3
* xyz 0 1
C 0.333 -0.890 0.640
C -1.031 -0.541 0.096
C 1.168 0.334 0.123
C -1.502 -1.009 -1.219
C 1.168 1.704 0.778
F 1.743 0.220 -1.088
H 0.370 -0.859 1.645
H 0.746 -1.858 0.306
H -1.824 -0.151 0.701
H -1.976 -1.963 -1.287
H -0.682 -0.942 -1.924
H -2.307 -0.428 -1.665
H 0.607 1.847 1.634
H 0.956 2.545 0.182
H 2.231 1.989 1.079
*
```

Summary:
Energy relative to the best compared isomer or geometry (same formula, charge and spin)   79.67 kcal/mol
E   -8044.5882 eV
Frontier orbital gap (spin up / spin down)   8.56 / 8.06 eV

[18]
DFT (ωB97M-V with the def2-TZVPD basis set) results for an isolated molecule of C5H9F in a non-equilibrium geometry.

```
! RIJCOSX wB97M-V def2-TZVPD def2/J DEFGRID3
* xyz 0 1
C 0.147 0.903 -1.593
C 0.312 -0.100 -0.513
C 0.503 0.516 0.814
C -0.262 -0.656 1.411
F 0.616 -1.669 1.683
C -0.867 -0.903 0.062
H -0.649 1.621 -1.354
H 1.059 1.461 -1.667
H 0.037 0.448 -2.619
H 1.255 -0.721 -0.800
H 1.451 0.556 1.234
H 0.030 1.437 0.990
H -0.828 -0.497 2.356
H -1.928 -0.467 0.135
H -0.876 -1.931 -0.138
*
```

Summary:
Energy relative to the best compared isomer or geometry (same formula, charge and spin)   23.20 kcal/mol
E   -8047.0368 eV
Frontier orbital gap   11.79 eV

[19]
DFT (ωB97M-V with the def2-TZVPD basis set) results for an isolated molecule of C5H9F3NP.

```
! RIJCOSX wB97M-V def2-TZVPD def2/J DEFGRID3
* xyz 0 1
C -0.794 0.967 -2.581
C -0.849 0.175 -1.321
N 0.020 0.317 -0.428
C 0.102 -0.402 0.792
C 0.433 0.574 1.918
P 1.580 -1.562 0.531
C -2.034 -0.796 -1.218
F -2.801 -0.800 -2.316
F -1.633 -2.070 -1.034
F -2.850 -0.503 -0.187
H -1.695 1.570 -2.685
H 0.080 1.609 -2.556
H -0.740 0.300 -3.441
H -0.789 -0.993 1.047
H 1.300 1.169 1.642
H -0.409 1.240 2.091
H 0.649 0.030 2.835
H 1.332 -2.274 1.706
H 0.870 -2.487 -0.236
*
```

Summary:
E   -24261.8118 eV
Frontier orbital gap   10.58 eV

[20]
DFT (ωB97M-V with the def2-TZVPD basis set) results for a 2-piece molecular cluster, C5H9F4N2O overall in a non-equilibrium geometry.

```
! RIJCOSX wB97M-V def2-TZVPD def2/J DEFGRID3
* xyz 1 1
C -0.103 1.016 -0.099
C -0.568 3.362 -0.146
C -2.151 1.850 -0.960
C 1.695 -3.330 -0.657
C 1.353 -2.855 1.575
N -0.841 1.996 -0.462
N 1.135 -2.560 0.167
O -0.474 -0.217 -0.165
F 0.533 -3.866 1.967
F 2.631 -3.129 1.895
F 1.032 -1.791 2.262
F 1.065 1.403 0.281
H 0.279 3.572 0.491
H -0.564 3.895 -1.110
H -1.489 3.801 0.432
H -2.475 2.110 -2.014
H -2.314 0.701 -0.842
H -2.958 2.459 -0.396
H 1.628 -3.312 -1.702
H 2.322 -4.146 -0.352
H 0.263 -0.960 -0.168
*
```

Summary:
Energy relative to the best compared isomer or geometry (same formula, charge and spin)   0.00 kcal/mol
E   -21220.9138 eV
Frontier orbital gap   12.11 eV